(1)
Here is a structure of composition C20H30F6IrN2O4S2 from the OMol25 dataset. Energies are from ωB97M-V with the def2-TZVPD basis set.

Values from the calculation:
**ΔE to the lowest compared entry with this formula, charge and spin**: 1.758 eV
**E_HOMO**: -12.51 eV
**Gap between HOMO and LUMO**: 7.53 eV
**Net charge**: +1
**LUMO level**: -4.97 eV
**Energy**: -2690.1622 hartree
**Spin multiplicity**: 1

Geometry as XYZ:
```
65
Properties=species:S:1:pos:R:3:mulliken_charge:R:1
Ir 0.81555 -0.88943 -0.17476 1.41
C -0.80850 1.42135 0.34221 -0.72
C -1.46843 0.28076 -0.17559 0.06
C -0.78122 -0.10608 -1.42309 1.02
C 0.40876 0.72801 -1.45978 -0.81
C 0.32650 1.70925 -0.39969 -0.44
C 1.34425 2.77631 -0.15364 1.98
C 0.96735 3.62382 1.06089 -1.84
C 1.40226 3.66138 -1.41167 -1.76
C 2.71513 2.11638 0.07212 -1.59
C -1.38486 -0.64964 -2.72681 1.81
C -2.52898 0.30874 -3.12032 -1.61
C -0.38906 -0.52899 -3.89403 -1.79
C -1.88008 -2.09177 -2.64802 -1.70
C -2.58520 -0.39843 0.61043 2.38
C -2.20636 -1.86297 0.89898 -1.55
C -2.78478 0.30365 1.96414 -2.04
C -3.95091 -0.35839 -0.09591 -2.08
H -1.05146 1.89290 1.27697 0.78
H 1.04287 0.86149 -2.32088 0.76
H -0.00362 4.10402 0.92894 0.38
H 1.71082 4.40784 1.20241 0.47
H 0.94033 3.02368 1.97187 0.20
H 0.42295 4.07464 -1.65740 0.41
H 1.77827 3.11347 -2.27587 0.34
H 2.08021 4.49436 -1.22579 0.45
H 2.71058 1.48316 0.95881 0.09
H 3.46292 2.89809 0.20969 0.56
H 3.01629 1.50872 -0.78315 0.30
H -2.14835 1.32544 -3.23676 0.38
H -3.33982 0.33182 -2.40311 0.30
H -2.94043 -0.00086 -4.08164 0.47
H -0.13437 0.51215 -4.08991 0.39
H -0.87203 -0.91246 -4.79284 0.52
H 0.53244 -1.08733 -3.76102 0.17
H -2.72585 -2.20909 -1.97722 0.22
H -1.09408 -2.77277 -2.31641 0.24
H -2.20791 -2.41199 -3.63769 0.56
H -1.29972 -1.93252 1.50118 0.15
H -2.06849 -2.44584 -0.00826 0.13
H -3.01275 -2.31682 1.47669 0.61
H -1.88526 0.27728 2.57764 0.23
H -3.56795 -0.21960 2.51110 0.51
H -3.10874 1.33810 1.84152 0.42
H -3.99963 -0.98602 -0.97951 0.31
H -4.23954 0.65921 -0.36140 0.43
H -4.69311 -0.73484 0.60793 0.53
F 4.74467 -2.86438 2.63926 -0.18
C 3.71815 -3.44049 2.04733 0.48
F 3.23281 -4.40933 2.79397 -0.17
F 4.07822 -3.91154 0.86161 -0.19
S 2.40300 -2.17538 1.74816 0.93
O 2.94653 -1.15774 0.84190 -0.77
O 1.26527 -2.83610 1.09062 -0.78
N 2.09870 -1.70905 3.19264 -0.53
S 0.96197 -0.62041 3.37068 0.90
O -0.10592 -1.03518 4.20680 -0.68
O 0.61869 -0.00902 2.08270 -0.64
C 1.86522 0.72809 4.25254 0.68
F 2.23541 0.31563 5.44873 -0.21
F 2.93008 1.08708 3.54541 -0.21
F 1.04290 1.76646 4.36491 -0.20
N 1.84955 -2.72327 -2.32391 -0.37
C 1.41055 -1.98937 -1.54758 0.71
H 2.18821 -3.33619 -3.03712 0.19
```

***

(2)
Here is a cluster of 8 separate species, C35H44F7N4O25S2 in total in a non-equilibrium geometry from the OMol25 dataset. Energies are from ωB97M-V with the def2-TZVPD basis set.

Values from the calculation:
**E_HOMO**: -12.12 eV
**Gap between HOMO and LUMO**: 8.30 eV
**Net charge**: +1
**LUMO level**: -3.82 eV
**Energy**: -4954.8472 hartree
**Spin multiplicity**: 1

Geometry as XYZ:
```
117
Properties=species:S:1:pos:R:3:mulliken_charge:R:1
C -0.05770 1.92934 3.08682 -0.39
C 0.39011 2.84067 1.95784 -0.29
C -0.79510 3.41046 0.98459 0.26
N -1.61552 4.69813 1.19935 -0.49
N -2.56951 4.90539 0.21032 0.12
C -2.37945 3.70189 -0.70194 -0.11
C -3.26493 3.36034 -2.07860 -0.56
C -4.18388 2.04177 -1.72224 -0.08
C -5.78828 2.22532 -2.00613 -0.55
N -6.47265 0.98221 -1.39980 -0.56
N -1.25551 2.73975 -0.28112 0.29
S -0.79562 1.33055 -1.16875 0.10
C 0.24059 0.11737 -0.20581 -0.25
C -0.68998 -1.02509 0.58685 0.53
O -1.59520 -0.70365 1.51805 -0.50
O -0.45256 -2.47359 0.26836 -0.36
C -1.63153 -3.06484 -0.38226 -0.66
C -1.35622 -3.50996 -1.97090 0.92
C -0.26594 -4.75164 -1.91651 -0.91
O -0.75761 -2.38200 -2.70302 -0.26
C -1.28505 -2.25685 -4.07050 0.41
O -1.76708 -3.24201 -4.83399 -0.55
C -1.21271 -0.72415 -4.73684 -0.24
S -2.86103 -0.13991 -5.42850 -0.16
H -1.07415 2.26596 3.61499 0.18
H 0.49947 0.94363 3.38150 0.32
H 1.53707 3.05930 1.80174 0.34
H -3.26320 5.69812 0.08301 0.29
H -2.44162 3.05349 -2.88594 0.23
H -3.88078 4.28221 -2.45391 0.43
H -3.70801 1.09488 -2.24870 0.09
H -4.07354 1.85082 -0.54984 0.28
H -6.23499 3.14389 -1.42652 0.29
H -5.98957 2.30026 -3.17563 0.25
H -5.67857 0.32284 -1.14464 0.24
H -6.81911 1.31312 -0.45419 0.28
H 1.05940 0.57807 0.49252 0.12
H 0.84330 -0.52055 -1.01640 0.30
H -2.59429 -2.40433 -0.30345 0.29
H -1.87436 -4.09377 0.17246 0.34
H -2.39457 -3.86776 -2.37902 -0.05
H 0.36792 -4.76275 -0.92865 0.28
H 0.51867 -4.68946 -2.81423 0.07
H -0.82603 -5.80049 -2.01530 0.28
H -0.75069 0.01647 -3.92357 0.04
H -0.41301 -0.76652 -5.61881 0.38
H -3.11311 1.15739 -4.94067 0.08
C 5.02139 4.27122 0.34019 0.34
C 5.68123 2.97776 0.00365 0.28
O 5.21024 2.09860 0.99971 -0.35
C 3.97982 2.57494 1.34005 0.77
O 3.14776 1.93762 1.96405 -0.59
O 3.78831 3.85249 0.88985 -0.32
F 7.02427 3.07614 0.12289 -0.28
H 5.57549 4.84728 1.08887 -0.42
H 4.86472 4.89976 -0.54060 0.27
H 5.42229 2.58586 -0.98573 0.26
C 2.61580 -6.81067 -2.72682 -0.52
C 3.27565 -8.10413 -3.06335 0.27
O 2.80466 -8.98329 -2.06730 -0.28
C 1.57423 -8.50695 -1.72696 0.47
O 0.74218 -9.14427 -1.10296 -0.56
O 1.38273 -7.22940 -2.17716 -0.08
F 4.61869 -8.00576 -2.94412 -0.29
H 3.16991 -6.23461 -1.97814 0.32
H 2.45914 -6.18214 -3.60761 0.34
H 3.01671 -8.49603 -4.05274 0.29
C 8.38477 5.97232 3.53864 -0.28
C 7.65013 5.17857 4.56429 0.28
O 6.31179 5.59074 4.40356 -0.34
C 6.20305 5.93801 3.09045 0.84
O 5.14201 6.08319 2.50651 -0.65
O 7.42908 6.09645 2.50461 -0.28
F 8.05174 5.51250 5.81123 -0.29
H 8.66514 6.96913 3.89524 0.16
H 9.28349 5.46151 3.18260 0.30
H 7.72036 4.09417 4.42766 0.28
C 6.16409 10.83803 2.54604 -0.47
C 6.58143 9.55308 1.91643 0.40
O 7.70052 9.16089 2.67848 -0.27
C 7.48637 9.68439 3.91814 0.70
O 8.08842 9.33781 4.92077 -0.54
O 6.50827 10.64071 3.90271 -0.31
F 6.98267 9.74921 0.64042 -0.32
H 6.71390 11.70018 2.15386 0.28
H 5.09260 11.02604 2.43675 0.29
H 5.81882 8.76774 1.95112 0.22
C -5.03720 -3.25727 -4.03801 0.13
C -5.77184 -4.05102 -3.01236 0.41
O -7.11018 -3.63885 -3.17310 -0.31
C -7.21892 -3.29158 -4.48621 0.56
O -8.27996 -3.14640 -5.07014 -0.53
O -5.99289 -3.13314 -5.07204 -0.36
F -5.37023 -3.71709 -1.76542 -0.29
H -4.75683 -2.26046 -3.68142 -0.02
H -4.13848 -3.76808 -4.39405 0.12
H -5.70161 -5.13542 -3.14900 0.30
C -3.51119 1.32339 6.07531 -0.44
C -4.69964 1.94554 6.72509 0.30
O -4.23843 3.22336 7.10106 -0.30
C -3.27601 3.53560 6.18841 0.56
O -2.83771 4.66041 6.01361 -0.52
O -2.86664 2.43506 5.48649 -0.19
F -5.04541 1.27118 7.84461 -0.28
H -2.83419 0.85043 6.79459 0.27
H -3.78981 0.58544 5.31821 0.31
H -5.56928 2.04688 6.06709 0.28
C -2.12376 -10.56247 -1.35837 0.00
C -2.07679 -12.05197 -1.38774 0.32
O -3.42855 -12.42135 -1.54005 -0.30
C -4.00323 -11.39043 -2.22095 0.63
O -5.08637 -11.45745 -2.77787 -0.54
O -3.21379 -10.27322 -2.21050 -0.29
F -1.63104 -12.54374 -0.20997 -0.28
H -2.32901 -10.16472 -0.35884 0.20
H -1.20196 -10.10980 -1.73356 -0.03
H -1.48676 -12.46626 -2.21221 0.30
```

***

(3)
Here is a structure of composition C17H35N2O9S2 in a non-equilibrium geometry from the OMol25 dataset. Energies are from ωB97M-V with the def2-TZVPD basis set.

Values from the calculation:
**ΔE to the lowest compared entry with this formula, charge and spin**: 0.000 eV
**E_HOMO**: -5.06 eV
**Gap between HOMO and LUMO**: 7.12 eV
**Net charge**: -1
**LUMO level**: 2.05 eV
**Energy**: -2251.7969 hartree
**Spin multiplicity**: 1

Geometry as XYZ:
```
65
Properties=species:S:1:pos:R:3:mulliken_charge:R:1
C 0.48646 2.46375 2.82714 -1.14
C -0.63449 1.65098 3.41152 0.94
C -1.81457 1.39212 2.51490 -1.09
N -0.62732 1.24792 4.62122 -0.54
S 0.23359 -0.07208 5.08637 1.07
O 1.27560 0.32116 6.00214 -0.67
O -0.69312 -1.05976 5.57377 -0.66
N 0.78619 -0.43510 3.60162 -0.19
S 1.69323 -1.68977 3.35618 0.95
O 1.20764 -2.46502 2.23533 -0.68
O 2.10676 -2.42606 4.51921 -0.67
O 3.00598 -0.91694 2.79282 -0.30
C 3.91107 -1.67003 1.98176 -1.06
C 4.10933 -0.98425 0.62149 0.38
C 5.04699 0.21705 0.76543 -1.80
C 2.74203 -0.66099 -0.02295 2.18
C 2.25408 -1.84386 -0.88898 -1.73
C 2.72502 0.63142 -0.84600 -2.13
H 0.24749 3.52693 2.91541 0.39
H 0.61414 2.23252 1.76754 0.18
H 1.40884 2.22587 3.35364 0.36
H -2.50503 2.24060 2.51742 0.23
H -2.32273 0.49258 2.85599 0.33
H -1.45068 1.22630 1.49970 0.32
H 3.56887 -2.69925 1.86842 0.40
H 4.86031 -1.69171 2.52516 0.47
H 4.61280 -1.71731 -0.01980 0.39
H 4.51983 1.10337 1.12259 0.32
H 5.53194 0.47056 -0.17882 0.42
H 5.83806 0.00109 1.48748 0.43
H 1.99548 -0.52673 0.75541 -0.51
H 1.24285 -2.12767 -0.59555 0.30
H 2.21824 -1.56473 -1.94627 0.44
H 2.90264 -2.71518 -0.79328 0.30
H 1.84159 0.63650 -1.48971 0.54
H 2.65291 1.51871 -0.21491 0.40
H 3.59902 0.72145 -1.49685 0.39
O 1.34588 -3.40462 -5.37981 -0.57
C 0.32810 -3.64099 -4.78840 0.74
O 0.37213 -3.80543 -3.45489 -0.35
C -0.79425 -3.92159 -2.63216 -0.22
C -1.31787 -5.34108 -2.57734 -1.05
C -0.98694 -3.82582 -5.51524 -0.93
H -1.55921 -3.21172 -2.95031 0.34
H -0.45777 -3.60656 -1.64622 0.25
H -1.64773 -5.68971 -3.55694 0.29
H -2.16081 -5.40219 -1.88859 0.37
H -0.53450 -6.01279 -2.22741 0.31
H -1.04227 -4.85810 -5.86082 0.26
H -0.98253 -3.17171 -6.38301 0.30
H -1.86730 -3.60849 -4.91708 0.32
O -1.68882 4.39268 -2.04251 -0.56
C -2.76097 4.58140 -1.54147 0.73
O -2.92291 4.30745 -0.22998 -0.34
C -4.10210 4.65726 0.49810 -0.49
C -5.18313 3.60425 0.36395 -0.93
C -3.94700 5.05336 -2.35533 -0.92
H -4.45343 5.64882 0.20869 0.39
H -3.78120 4.72300 1.53653 0.35
H -5.51740 3.49968 -0.66857 0.28
H -6.04459 3.86618 0.97925 0.37
H -4.80108 2.63770 0.69189 0.28
H -4.40745 4.18200 -2.82084 0.25
H -3.57254 5.70466 -3.14031 0.30
H -4.70332 5.58793 -1.78772 0.31
```